# 1
Computed, not measured: a molecular structure, C33H30IN3O4PPdS at a distorted geometry, with ωB97M-V/def2-TZVPD.

Output
Gap between HOMO and LUMO (spin up / spin down)   5.36 / 5.28 eV
Charge   +1
Relative energy (zero: lowest compared OMol25 entry of this formula, charge and spin)   174.33 kJ/mol

Each line ends with the Löwdin charge.
Cartesian coordinates (Å):
C (-3.705, -4.581, -1.241)  -0.054
H (-0.903, 3.506, -5.915)  0.096
H (-2.070, -5.746, -1.994)  0.115
C (2.164, 0.410, 0.225)  0.014
C (-4.087, -3.476, -0.490)  -0.060
H (3.264, -3.369, -1.886)  0.114
H (-4.459, -5.208, -1.697)  0.115
C (0.218, 0.303, -5.960)  -0.141
C (-1.831, 2.218, 5.103)  -0.098
P (-0.607, -1.899, 0.757)  1.093
H (4.613, -4.040, 0.080)  0.113
C (3.396, 3.825, 0.972)  0.000
C (-0.294, -0.678, 3.150)  -0.665
O (-0.192, -0.412, -1.805)  -0.090
C (-2.956, 1.506, 4.323)  -0.083
C (-1.759, -2.983, -0.074)  -0.332
C (2.726, 2.276, -1.262)  0.012
C (-1.375, 2.285, 2.824)  -0.749
H (3.293, 3.986, -2.436)  0.132
C (-1.383, -4.086, -0.836)  -0.056
C (3.092, -3.505, 1.490)  -0.056
H (-3.964, 1.991, 1.410)  0.105
C (1.045, -2.619, 0.564)  -0.357
O (0.496, 0.026, 2.370)  -0.224
H (-1.298, 1.532, 5.757)  0.116
H (2.285, -0.046, 1.201)  0.082
C (3.517, 4.319, -0.325)  -0.187
C (-3.115, -2.677, 0.085)  -0.091
H (0.010, 2.935, 4.148)  0.147
H (-0.343, -4.345, -0.965)  0.100
C (2.859, -3.264, -0.889)  -0.057
H (-3.033, 0.450, 4.576)  0.120
H (1.436, -2.891, 2.673)  0.103
C (3.189, 3.563, -1.447)  0.015
H (-4.001, 0.397, 2.187)  0.095
C (2.598, 1.760, 0.036)  -0.282
H (0.496, -0.923, -4.223)  0.115
H (-2.200, 3.068, 5.673)  0.122
H (-3.418, -1.804, 0.654)  0.090
C (-3.349, 1.187, 1.817)  -0.032
C (-2.362, -4.883, -1.412)  -0.052
H (-0.882, 3.051, -3.477)  0.122
H (2.459, 1.665, -2.113)  0.127
C (-0.194, 0.766, -2.244)  -0.623
H (-3.925, 1.983, 4.468)  0.130
C (-0.590, 2.542, -5.541)  -0.137
C (2.931, 2.540, 1.151)  -0.021
Pd (0.066, 0.441, 0.433)  0.810
C (4.013, 5.674, -0.512)  -0.154
I (-0.190, 1.924, -8.454)  0.923
C (-0.186, 1.549, -6.427)  -0.756
H (-2.043, -1.826, 2.696)  0.101
O (-0.461, -0.417, 4.318)  0.092
C (1.583, -2.749, -0.719)  -0.132
H (1.012, -2.426, -1.582)  0.099
O (-0.161, 1.742, -1.440)  -0.114
N (-0.953, 2.674, 4.022)  0.057
H (2.119, -0.261, -0.627)  0.082
N (4.401, 6.744, -0.658)  0.186
C (-0.194, 1.036, -3.705)  -0.150
H (-5.133, -3.238, -0.357)  0.113
H (0.534, -0.459, -6.658)  0.095
H (2.809, 2.126, 2.143)  0.127
H (-0.620, -2.803, 2.980)  0.111
C (-0.968, -1.877, 2.518)  -0.205
S (-0.546, 2.693, 1.366)  0.760
N (-2.533, 1.652, 2.923)  -0.135
C (-0.584, 2.284, -4.180)  -0.010
C (3.617, -3.641, 0.213)  -0.058
H (3.677, -3.796, 2.351)  0.114
H (-2.720, 0.796, 1.014)  0.055
C (1.811, -2.999, 1.664)  -0.072
H (3.657, 4.451, 1.813)  0.130
C (0.202, 0.048, -4.598)  -0.016

---

# 2
Computed, not measured: 2 unconnected molecules or ions with the total composition C9H14O at a distorted geometry, with ωB97M-V/def2-TZVPD.

Output
Gap between HOMO and LUMO   9.01 eV
Relative energy (zero: lowest compared OMol25 entry of this formula, charge and spin)   256.04 kJ/mol
SMILES   Cc1ccc(O)cc1.CC

Each line ends with the natural charge from an NBO analysis.
Cartesian coordinates (Å):
C (-0.558, 0.031, 1.124)  -0.195
H (-1.740, -1.875, 2.771)  0.218
H (0.140, -0.028, 1.894)  0.207
H (1.311, -0.542, -0.663)  0.219
H (3.849, 0.930, -1.046)  0.214
H (3.087, 1.798, 0.089)  0.198
C (2.869, 1.204, -0.690)  -0.623
C (-1.603, -2.261, 1.673)  -0.626
C (2.294, -0.113, -0.092)  -0.613
C (-1.057, 1.109, -1.055)  0.304
H (-0.336, 2.139, 0.738)  0.200
H (3.148, -0.914, -0.223)  0.200
C (-2.115, -0.915, -0.453)  -0.194
C (-1.909, 0.135, -1.336)  -0.295
H (-2.313, -2.894, 1.292)  0.216
H (-2.488, 0.148, -2.208)  0.222
H (2.032, -0.084, 1.007)  0.198
H (-2.720, -1.860, -0.737)  0.206
O (-0.826, 2.098, -1.895)  -0.651
H (2.137, 1.752, -1.345)  0.206
C (-0.674, 1.186, 0.329)  -0.276
C (-1.419, -1.074, 0.786)  -0.034
H (-0.351, 2.807, -1.445)  0.482
H (-0.758, -2.778, 1.485)  0.219

---

# 3
Computed, not measured: a single C20H24N2O3S molecule, with ωB97M-V/def2-TZVPD.

Output
Gap between HOMO and LUMO   8.53 eV
Relative energy (zero: lowest compared OMol25 entry of this formula, charge and spin)   20.47 kJ/mol
SMILES   CCCCNC(=O)c1ccc2c(SCC(=O)O)c3c(nc2c1)CCCC3

Each line ends with the natural charge from an NBO analysis.
Cartesian coordinates (Å):
C (-0.289, -0.975, -5.885)  -0.397
H (3.097, 2.144, 3.646)  0.220
H (2.675, -2.058, -4.402)  0.210
C (2.732, 0.488, 4.971)  -0.395
H (-1.970, -1.588, 1.671)  0.253
H (1.795, -0.709, -6.335)  0.199
H (1.253, -2.386, -6.334)  0.199
C (-1.448, 0.839, -1.111)  -0.228
C (0.243, 0.544, 4.854)  -0.429
H (0.092, -0.520, 5.071)  0.218
C (1.632, 0.925, 2.751)  0.247
O (-4.726, -2.383, 3.062)  -0.573
H (-0.652, 1.068, 5.195)  0.231
C (0.723, 0.938, 0.643)  0.228
H (-2.675, 0.592, 0.607)  0.227
H (-5.373, -1.264, 1.121)  0.503
C (1.689, -1.599, -4.386)  -0.609
O (0.985, 1.930, -3.500)  -0.621
C (0.123, 1.186, -3.075)  0.665
C (-0.546, 0.422, -5.316)  -0.232
H (1.396, 0.736, 6.656)  0.214
C (-2.533, -1.515, 2.599)  -0.620
C (-0.593, 0.722, 1.139)  -0.152
C (2.878, 1.074, 3.573)  -0.440
C (1.467, 1.044, 5.612)  -0.393
C (0.918, 1.084, -0.743)  -0.159
C (-0.720, 0.568, 2.539)  -0.097
H (1.498, 2.135, 5.584)  0.198
H (1.917, 1.257, -1.111)  0.243
S (-2.332, 0.201, 3.243)  0.229
C (-1.668, 0.700, 0.231)  -0.140
H (-1.472, 0.823, -5.746)  0.191
C (0.371, 0.698, 3.367)  -0.054
C (1.169, -1.431, -5.808)  -0.391
H (2.666, -0.601, 4.914)  0.196
C (-0.143, 1.017, -1.612)  -0.135
H (-0.591, -0.971, -6.934)  0.210
O (-4.417, -1.141, 1.235)  -0.688
N (1.788, 1.016, 1.459)  -0.426
H (-1.312, -0.220, -3.464)  0.393
H (0.275, 1.099, -5.565)  0.235
N (-0.664, 0.432, -3.876)  -0.611
C (-3.999, -1.746, 2.353)  0.777
H (3.609, 0.742, 5.570)  0.214
H (-2.290, 0.851, -1.788)  0.214
H (-0.925, -1.696, -5.363)  0.188
H (3.706, 0.617, 3.029)  0.235
H (-2.164, -2.209, 3.351)  0.245
H (1.027, -2.238, -3.804)  0.195
H (1.776, -0.639, -3.887)  0.212